[1]
This record from the OMol25 dataset describes a single C8H10N2OS molecule in a non-equilibrium geometry. The level of theory is wB97M-V/def2-TZVPD.

Summary:
HOMO-LUMO gap ... 8.63 eV
LUMO energy ... 0.7800 eV
HOMO energy ... -7.9 eV
Energy above the lowest of the compared OMol25 structures with the same formula, charge and spin ... 263.2 kJ/mol
SMILES string ... CS[C@H]1Oc2ccccc2N1N

ORCA input file:
```
! wB97M-V def2-TZVPD RIJCOSX def2/J DEFGRID3
* xyz 0 1
C 3.01732 0.18108 -0.23820
C 2.80039 -1.15875 -0.07979
C 2.05786 1.18528 -0.19148
C 1.52034 -1.53302 0.49261
C 0.78051 0.74594 0.17026
C 0.50958 -0.57882 0.53556
C -1.50974 0.33198 0.82357
C -3.06931 -1.50707 -0.32049
N -0.33244 1.56427 0.45431
N -0.57693 2.45109 -0.53205
O -0.74086 -0.75234 1.06353
S -2.55233 0.16591 -0.67309
H 4.04752 0.34164 -0.57819
H 3.68888 -1.88372 -0.16893
H 2.29141 2.22379 -0.47233
H 1.39041 -2.63876 0.64212
H -2.02936 0.75051 1.60800
H -2.54041 -1.67910 0.63720
H -2.67758 -2.17755 -1.13210
H -4.17777 -1.53913 -0.38777
H -0.85306 2.13416 -1.45780
H -1.04442 3.37262 -0.19493
*
```

=====

[2]
This record from the OMol25 dataset describes a gas-phase ion, C8H10N2PS (charge +1) in a non-equilibrium geometry. The level of theory is wB97M-V/def2-TZVPD.

Summary:
HOMO-LUMO gap ... 9.17 eV
LUMO energy ... -3.5955 eV
HOMO energy ... -12.8 eV
Energy above the lowest of the compared OMol25 structures with the same formula, charge and spin ... 0.0 kJ/mol

ORCA input file:
```
! wB97M-V def2-TZVPD RIJCOSX def2/J DEFGRID3
* xyz 1 1
C 2.81866 1.00058 -1.03845
C 2.65867 2.14106 -0.30335
C 1.83812 0.05642 -1.03324
C 1.54618 2.20408 0.54019
C 0.66725 0.06755 -0.24234
C 0.53672 1.22770 0.48027
C -1.40763 -1.40927 0.00133
C -1.89413 -2.76383 -0.53048
N -2.32918 -0.87034 0.75976
N -0.22332 -1.01975 -0.40267
P -2.30160 0.54234 1.50864
S -0.66760 1.82116 1.67718
H 3.81589 0.86400 -1.60066
H 3.51519 2.90304 -0.26722
H 2.03980 -0.73586 -1.65572
H 1.35069 3.16808 0.85476
H -2.42675 -3.14774 0.27779
H -0.98385 -3.45720 -0.62865
H -2.65857 -2.79408 -1.43656
H 0.26161 -1.64433 -0.94154
H -2.74240 0.47075 2.84187
H -3.41378 1.37564 1.13909
*
```

=====

[3]
This record from the OMol25 dataset describes a gas-phase ion, C8H10N3 (charge +1) in a non-equilibrium geometry. The level of theory is wB97M-V/def2-TZVPD.

Summary:
HOMO-LUMO gap ... 8.53 eV
LUMO energy ... -4.3556 eV
HOMO energy ... -12.9 eV
Energy above the lowest of the compared OMol25 structures with the same formula, charge and spin ... 271.1 kJ/mol

ORCA input file:
```
! wB97M-V def2-TZVPD RIJCOSX def2/J DEFGRID3
* xyz 1 1
C 0.19887 -1.56866 0.00453
C 0.78037 -1.35703 1.29347
C -0.08340 -0.26383 -0.50652
C 0.21353 0.67793 0.50369
C -0.94737 1.41639 -1.76562
C -0.04860 2.02534 0.39568
C 1.39278 0.45803 2.80009
C -1.17437 -0.84109 -2.71839
N -0.02129 3.12131 0.83090
N 0.71980 -0.04035 1.61275
N -0.72304 0.13193 -1.68346
H 0.00461 -2.50873 -0.49404
H 1.36694 -2.09659 1.85762
H -1.28867 1.78349 -2.72003
H 0.73633 0.27670 3.67995
H 2.38505 -0.13928 2.83068
H 1.54241 1.60205 2.63979
H -2.27164 -0.98258 -2.66957
H -0.67732 -1.86226 -2.52158
H -0.95640 -0.46689 -3.63690
H -0.13136 4.12446 0.63050
*
```

=====

[4]
This record from the OMol25 dataset describes a gas-phase ion, C8H10N4 (charge +2) in a non-equilibrium geometry. The level of theory is wB97M-V/def2-TZVPD.

Summary:
HOMO-LUMO gap ... 6.91 eV
LUMO energy ... -8.6879 eV
HOMO energy ... -15.6 eV
Energy above the lowest of the compared OMol25 structures with the same formula, charge and spin ... 0.0 kJ/mol

ORCA input file:
```
! wB97M-V def2-TZVPD RIJCOSX def2/J DEFGRID3
* xyz 2 1
C 0.90968 -1.28412 -4.24295
C 0.60353 0.00075 -4.01516
C -0.05255 0.12351 -1.62581
C -0.04197 0.83210 0.64485
C 0.71622 -3.30380 -2.93179
C -1.35075 0.61601 2.83673
C 1.03215 1.79445 0.57542
C -0.83886 0.10278 4.11108
N 0.21178 0.35164 -2.74290
N -0.82978 0.63992 1.67048
N 0.78200 -2.33644 -3.60960
N -0.48281 0.10107 -0.41921
H 0.75084 0.74136 -4.80405
H 0.78158 -4.41858 -3.01488
H -2.51253 0.81024 2.86738
H 1.37612 1.99441 1.60715
H 0.82086 2.69446 -0.02626
H 1.92348 1.25870 0.11175
H -1.27949 0.71392 4.90754
H 0.20605 -0.06056 4.08026
H -1.40321 -0.86789 4.27354
H -1.32231 -0.50391 -0.25357
*
```

=====

[5]
This record from the OMol25 dataset describes a single C8H10N4S2 molecule in a non-equilibrium geometry. The level of theory is wB97M-V/def2-TZVPD.

Summary:
HOMO-LUMO gap ... 8.60 eV
LUMO energy ... 0.1916 eV
HOMO energy ... -8.4 eV
Energy above the lowest of the compared OMol25 structures with the same formula, charge and spin ... 390.2 kJ/mol
SMILES string ... Cn1ccnc1SSc1nccn1C

ORCA input file:
```
! wB97M-V def2-TZVPD RIJCOSX def2/J DEFGRID3
* xyz 0 1
C -0.31086 -0.24625 1.65518
C -2.17562 -0.99778 0.23042
C -3.22821 -0.26995 -0.53353
C -1.82293 1.19962 0.26682
C 1.39722 1.14425 -0.16072
C 3.18439 0.19567 0.42266
C 2.49195 -0.70233 -0.25527
C 0.36058 -0.44565 -1.65349
H -0.67274 -1.01292 2.48072
H 0.81219 -0.64474 1.20062
H 0.03800 0.75155 2.29767
H -2.01613 -2.19156 0.47961
H -4.02460 -0.79699 -1.12246
H 3.97359 -0.04697 1.09907
H 2.65911 -1.76839 -0.34434
H -0.28948 0.47782 -1.78350
H 1.01491 -0.68642 -2.46388
H -0.32059 -1.39919 -1.68250
N -1.39439 -0.10651 0.73397
N -2.96323 1.05910 -0.57877
N 2.55180 1.36142 0.51584
N 1.17877 -0.13757 -0.54640
S -0.95964 2.71807 0.53892
S 0.51591 2.54573 -0.79662
*
```

=====

[6]
This record from the OMol25 dataset describes a gas-phase ion, C8H10NO (charge +1) in a non-equilibrium geometry. The level of theory is wB97M-V/def2-TZVPD.

Summary:
HOMO-LUMO gap ... 11.01 eV
LUMO energy ... -3.6577 eV
HOMO energy ... -14.7 eV
Energy above the lowest of the compared OMol25 structures with the same formula, charge and spin ... 671.8 kJ/mol
SMILES string ... C#C[NH+](C#C)[C@H](C)C(C)=O

ORCA input file:
```
! wB97M-V def2-TZVPD RIJCOSX def2/J DEFGRID3
* xyz 1 1
C -3.20139 1.39902 -1.27802
C -2.74904 -2.15857 0.79863
C -2.35975 0.76793 -0.72354
C -2.24659 -1.36199 0.05341
C 0.96566 -0.80261 -0.77519
C 2.23728 -1.33820 -0.20995
C 0.38914 1.36998 0.26369
C -0.04154 -0.09477 0.29342
N -1.40570 -0.39512 -0.48166
O 0.51756 -0.78844 -1.90687
H -3.80813 2.20958 -1.53427
H -3.32797 -2.76803 1.43961
H 2.58052 -0.93137 0.69903
H 2.17424 -2.43337 -0.20891
H 3.14120 -1.09112 -0.88621
H -0.42486 1.89523 0.87744
H 0.33265 1.65788 -0.69983
H 1.38692 1.46904 0.75266
H 0.00566 -0.51256 1.21997
H -0.92492 -0.59774 -1.46252
*
```

=====

[7]
This record from the OMol25 dataset describes a gas-phase ion, C8H10NO4S2 (charge -1) in a non-equilibrium geometry. The level of theory is wB97M-V/def2-TZVPD.

Summary:
HOMO-LUMO gap ... 7.10 eV
LUMO energy ... 2.2336 eV
HOMO energy ... -4.9 eV
Energy above the lowest of the compared OMol25 structures with the same formula, charge and spin ... 90.5 kJ/mol
SMILES string ... CC/C([O-])=N/[C@@]1(CC)OSC(=S)C(=O)O1

ORCA input file:
```
! wB97M-V def2-TZVPD RIJCOSX def2/J DEFGRID3
* xyz -1 1
C 1.77122 0.41018 -1.62272
C -0.25929 -0.51748 1.65708
C -0.36994 -0.24060 -0.70547
C 1.40587 1.85898 -1.55925
C 0.70735 1.46960 2.84512
C -1.36436 -1.88927 -2.52204
C -0.29111 0.32984 2.95938
C -1.16915 -1.52501 -1.02138
N -0.35999 0.24603 0.57778
O 2.85009 0.15822 -2.14429
O 0.99752 -0.49973 -1.15949
O -0.22425 -1.70588 1.77802
O -0.89304 0.75372 -1.60308
S 2.67343 2.88046 -1.75329
S -0.25775 2.19729 -1.20462
H 1.65810 1.13606 2.25633
H 0.22562 2.21797 2.05957
H 1.04682 1.88443 3.86760
H -2.42857 -2.01896 -2.76310
H -1.03830 -1.04404 -3.10596
H -0.65125 -2.80044 -2.66721
H -1.36171 0.74408 3.08160
H -0.05220 -0.36487 3.74299
H -2.08497 -1.37104 -0.53423
H -0.53014 -2.30954 -0.45931
*
```

=====

[8]
This record from the OMol25 dataset describes a molecular structure, C8H10O2 in a non-equilibrium geometry. The level of theory is wB97M-V/def2-TZVPD.

Summary:
HOMO-LUMO gap ... 7.88 eV
LUMO energy ... 0.0801 eV
HOMO energy ... -7.8 eV
Energy above the lowest of the compared OMol25 structures with the same formula, charge and spin ... 660.5 kJ/mol

ORCA input file:
```
! wB97M-V def2-TZVPD RIJCOSX def2/J DEFGRID3
* xyz 0 1
C -2.48912 -1.36961 0.20142
C -1.28012 -0.67656 -0.01614
C -0.02536 -1.47926 -0.13778
C 1.10484 -0.78403 -0.27839
C 1.13794 0.70294 -0.16540
C 2.50864 1.29380 0.17687
C 0.01170 1.41522 -0.07514
C -1.17213 0.75590 -0.15813
H -2.95655 -1.26942 1.22347
H -2.21120 -2.49298 0.14516
H -3.04308 -1.00744 -0.77306
H -0.15620 -2.55411 -0.02215
H 3.02931 -0.98877 0.68444
H 2.84265 1.54252 -0.98948
H 3.33533 0.13939 0.79922
H 2.59740 2.36164 1.11997
H -0.16454 2.48851 -0.07120
H -2.04577 2.42508 -0.34695
O 2.27254 -1.50187 0.00677
O -2.27324 1.52752 0.11156
*
```

=====

[9]
This record from the OMol25 dataset describes a single C8H10O3 molecule in a non-equilibrium geometry. The level of theory is wB97M-V/def2-TZVPD.

Summary:
HOMO-LUMO gap ... 9.55 eV
LUMO energy ... 0.0072 eV
HOMO energy ... -9.5 eV
Energy above the lowest of the compared OMol25 structures with the same formula, charge and spin ... 162.0 kJ/mol
SMILES string ... CC1(C)O[C@@H]2C=CC(=O)[C@H]1O2

ORCA input file:
```
! wB97M-V def2-TZVPD RIJCOSX def2/J DEFGRID3
* xyz 0 1
C -0.19779 0.13326 2.03944
C -0.31601 0.90469 0.66749
C -0.55873 2.36839 0.96304
C -1.17230 -0.34402 -1.09193
C 0.69919 0.59189 -0.48788
C 1.38729 -0.73572 -0.27111
C 0.49482 -1.88730 -0.46363
C -0.81215 -1.71757 -0.73323
H -1.14275 0.29489 2.60782
H 0.64948 0.56900 2.68644
H 0.02950 -0.97322 1.90847
H 0.31565 2.94448 1.32604
H -1.27233 2.43173 1.78538
H -1.03777 2.97906 0.24906
H -1.99333 -0.32443 -1.81173
H 1.49196 1.33540 -0.48563
H 0.99188 -2.74722 -0.10688
H -1.61827 -2.42452 -0.78630
O -1.55649 0.43991 0.09195
O -0.14622 0.45535 -1.55006
O 2.50771 -0.89113 0.06988
*
```

=====

[10]
This record from the OMol25 dataset describes a single C8H10O3 molecule in a non-equilibrium geometry. The level of theory is wB97M-V/def2-TZVPD.

Summary:
HOMO-LUMO gap ... 7.74 eV
LUMO energy ... -0.7733 eV
HOMO energy ... -8.5 eV
Energy above the lowest of the compared OMol25 structures with the same formula, charge and spin ... 643.2 kJ/mol

ORCA input file:
```
! wB97M-V def2-TZVPD RIJCOSX def2/J DEFGRID3
* xyz 0 1
C 0.64641 0.14660 1.79524
C 3.38271 0.82968 0.16750
C -1.54524 -0.03847 0.42207
C -2.36449 0.65477 -0.35656
C -0.08982 0.16542 0.49883
C 0.84856 -0.96155 0.83918
C 2.16252 -1.14381 0.07706
C -3.84320 0.42844 -0.41754
O 2.52203 0.08185 -0.53098
O 3.53252 1.97655 -0.50785
O 2.05392 -2.12181 -0.89185
H -1.92749 -0.80875 1.08030
H -1.96563 1.42494 -1.00302
H 0.30430 0.92146 -0.17804
H 0.42298 -1.91580 1.13552
H 2.95995 -1.45665 0.76865
H -4.07603 -0.47957 -0.97663
H -4.26361 0.31514 0.58008
H -4.33085 1.26661 -0.90719
H 4.14267 2.54887 -0.02304
H 1.42781 -1.83391 -1.57173
*
```

=====

[11]
This record from the OMol25 dataset describes a single C8H10O3 molecule in a non-equilibrium geometry. The level of theory is wB97M-V/def2-TZVPD.

Summary:
HOMO-LUMO gap (alpha / beta) ... 7.08 / 7.03 eV
⟨S²⟩ ... 2.02
LUMO energy (alpha / beta) ... 0.8140 / -2.7370 eV
HOMO energy (alpha / beta) ... -6.3 / -9.8 eV
Energy above the lowest of the compared OMol25 structures with the same formula, charge and spin ... 33.8 kJ/mol

ORCA input file:
```
! wB97M-V def2-TZVPD RIJCOSX def2/J DEFGRID3
* xyz 0 3
C -0.97591 0.48767 1.24782
C -0.98289 0.85690 -1.22528
C 0.31128 0.49036 1.23465
C 0.34542 0.71174 -1.23239
C -2.30307 -0.96524 -0.43623
C -1.85458 0.60747 0.07128
C 1.11713 0.18510 -0.05394
C 1.37136 -1.43968 -0.05918
O -1.64936 -1.95921 -0.22728
O -2.87217 1.50623 0.15906
O 2.40322 0.72468 -0.05525
H -1.52491 0.55935 2.19617
H -1.49462 1.32177 -2.00979
H 0.88610 0.50470 2.13545
H 0.99363 0.69217 -2.07301
H -3.03802 -0.74583 -1.33328
H 1.79148 -1.69930 -1.06035
H 0.50444 -2.01356 0.25384
H 2.06711 -1.59176 0.83698
H -3.58934 1.07940 0.61895
H 2.41977 1.33554 -0.81594
*
```

=====

[12]
This record from the OMol25 dataset describes a single C8H10O6S molecule in a non-equilibrium geometry. The level of theory is wB97M-V/def2-TZVPD.

Summary:
HOMO-LUMO gap ... 9.30 eV
LUMO energy ... 0.2878 eV
HOMO energy ... -9.0 eV
Energy above the lowest of the compared OMol25 structures with the same formula, charge and spin ... 43.9 kJ/mol

ORCA input file:
```
! wB97M-V def2-TZVPD RIJCOSX def2/J DEFGRID3
* xyz 0 1
C 0.39787 0.99106 0.63852
C 0.26002 -0.41234 0.32108
C -0.50886 1.93395 -0.06343
C -0.87696 -0.93636 -0.46668
C 2.05209 0.45216 2.22270
C 2.56768 -0.64528 1.31077
C -1.06190 2.83755 -2.02145
C -2.14507 -2.89106 -0.84231
O -1.61979 2.05277 0.42921
O -1.62176 -0.30286 -1.20176
O 1.68157 -2.76861 0.22773
O 1.29378 1.47554 1.50135
O -0.03137 2.26737 -1.21594
O -1.06447 -2.24676 -0.22931
S 1.16551 -1.79806 1.17644
H 1.28143 0.08154 2.98558
H 2.85637 1.15490 2.69323
H 2.81941 -0.09135 0.29824
H 3.48295 -1.01684 1.72829
H -0.78852 3.87961 -2.22219
H -1.98183 2.74248 -1.51852
H -1.14134 2.32090 -2.95287
H -2.22169 -2.56271 -1.77327
H -2.99297 -2.65897 -0.25050
H -1.80215 -3.85862 -0.77489
*
```

=====

no.,molecular weight (g/mol),total energy (eV)
1,182.25,-24318.13617
2,197.22,-31554.57445
3,148.19,-12917.90847
4,162.20,-14394.73044
5,226.33,-36085.18682
6,136.17,-11982.14095
7,248.30,-39808.60852
8,138.17,-12546.81554
9,154.16,-14598.70114
10,154.17,-14593.71392
11,154.17,-14594.38128
12,234.23,-31574.88246